# 1
Molecular formula: C8H23N3OP
Method: DFT, wB97M-V/def2-TZVPD

Last column: Mulliken charge in e.
CARTESIAN COORDINATES (ANGSTROEM)
H -1.442 -0.977 -1.345  0.306
H 0.184 3.418 2.041  0.411
C -0.646 -1.119 2.085  -1.632
C -1.586 -1.255 -0.287  -1.156
H 0.557 -0.758 -2.719  0.350
H 1.346 -2.303 1.020  0.530
H -2.366 -0.726 0.171  0.435
C 0.490 0.295 -2.489  -1.218
O 2.015 0.005 1.154  -0.816
H -2.940 -2.683 0.505  0.414
C 2.602 0.989 -1.497  -1.236
H -0.959 -1.977 2.680  0.371
H 0.330 3.558 -0.333  0.395
H -0.382 2.340 -1.178  0.387
H 0.622 0.984 -3.287  0.403
H -1.294 3.212 0.185  0.367
C -0.371 2.774 -0.239  -1.189
H 0.184 -0.559 2.557  0.310
N 1.207 0.587 -1.268  0.439
C -0.329 -1.199 0.602  1.250
C -0.110 2.344 2.095  -1.047
H -0.621 0.471 -2.329  0.395
P 0.886 0.505 0.324  0.459
H 1.229 -2.176 -0.666  0.196
H -1.161 2.290 2.349  0.300
H 3.259 0.870 -0.663  0.445
N -2.223 -2.637 -0.248  -0.038
C 0.623 -2.287 0.281  -1.510
H -1.404 -3.240 -0.067  0.174
H -1.527 -0.421 2.114  0.358
H -2.474 -2.903 -1.179  0.369
H 0.080 -3.314 0.264  0.393
H 2.660 2.002 -1.933  0.288
H 2.957 0.263 -2.253  0.388
N 0.117 1.868 0.756  0.353
H 0.490 1.758 2.797  0.355

The charge is +1. For the maximum force, the calculation gives 0.07277 Eh/bohr. Its energy relative to the best compared isomer or geometry (same formula, charge and spin) is 1.425 eV. Its energy is -899.20423 Eh. As for the SMILES: CN(C)P(=O)(N(C)C)C(C)(C)C[NH3+].

***

# 2
Molecular formula: C8H24AgNO7S4
Method: DFT, wB97M-V/def2-TZVPD

Last column: Mulliken charge in e.
CARTESIAN COORDINATES (ANGSTROEM)
H -3.339 2.197 0.174  0.264
C 3.638 1.675 -2.584  -1.022
H 0.375 -0.813 4.470  0.407
H 0.324 0.522 3.339  0.153
C -2.475 1.107 3.501  -1.008
H -3.017 -0.694 -1.240  0.102
H -2.085 2.799 1.226  0.120
O 1.228 2.754 -0.550  -0.363
H 4.761 -0.654 -3.915  0.414
O 1.559 -0.009 -2.273  -0.562
H -3.272 -0.697 -3.040  0.510
S -1.484 -2.144 -2.309  0.408
H 2.202 -2.802 4.117  0.397
H -3.248 -3.102 -0.927  0.272
S -2.940 0.643 1.758  0.327
O -0.776 2.646 -0.938  -0.487
O -1.663 0.176 1.062  -0.463
H 3.259 -1.557 -4.239  0.344
C -3.081 2.356 1.221  -0.744
O 0.068 4.344 0.088  -0.452
H 3.455 0.074 -4.699  0.354
C 0.869 -0.386 3.598  -0.927
S 1.011 -1.719 2.280  0.472
C -2.551 -0.640 -2.224  -0.770
H -2.035 0.320 -2.248  0.207
H -2.429 -4.406 -1.903  0.334
H -3.846 2.966 1.702  0.448
S 3.064 -0.060 -2.177  0.563
H -1.741 1.910 3.572  0.318
H 2.927 2.145 -3.263  0.339
H 2.610 -3.604 2.728  0.364
H 3.385 -1.999 3.078  0.320
N 0.146 3.288 -0.545  1.199
O -0.669 -2.001 -1.070  -0.561
C -2.807 -3.384 -1.883  -0.981
O 1.427 -0.936 0.950  -0.576
H -2.037 0.258 4.026  0.294
H 4.652 1.805 -2.964  0.426
H 1.860 -0.028 3.878  0.385
H -3.379 1.485 3.977  0.422
C 2.465 -2.584 3.082  -1.036
H 3.518 2.304 -1.701  0.290
C 3.672 -0.614 -3.881  -1.120
H -3.614 -3.252 -2.604  0.406
Ag 0.015 0.311 -0.648  1.210

The charge is +1. For the maximum force, the calculation gives 0.06902 Eh/bohr. Its expectation value of S² is 0.757. Its energy is -2639.79156 Eh. The spin multiplicity is 2.

***

# 3
Molecular formula: C8H24AsN2O4PPt
Method: DFT, wB97M-V/def2-TZVPD

Last column: Mulliken charge in e.
CARTESIAN COORDINATES (ANGSTROEM)
O -0.615 -1.240 0.280  -0.739
C 2.818 1.881 -1.352  -1.246
H 2.029 -1.885 -1.473  0.337
H -1.652 -4.062 0.546  0.365
H -4.016 3.382 -0.568  0.330
H 0.728 -3.549 3.068  0.457
Pt 0.149 0.668 0.256  1.541
As -0.814 -2.079 1.761  0.743
H 1.486 -1.976 2.733  0.333
C 0.879 -2.777 2.314  -1.060
H 3.151 0.495 1.625  0.325
O 0.906 2.350 0.859  -0.342
H 2.875 2.660 -0.594  0.354
H 1.367 -3.215 1.445  0.333
H 4.424 0.311 0.399  0.470
O 1.051 1.383 1.859  -0.357
H -0.838 -0.009 3.162  0.366
H -4.327 2.473 -2.043  0.363
H -3.007 -3.065 1.124  0.359
H -1.514 -1.385 4.056  0.416
C 3.435 -0.030 0.715  -1.148
H 3.462 -1.102 0.904  0.389
H -3.208 3.866 -2.056  0.373
H -2.143 -4.130 2.258  0.412
N -1.915 1.646 -3.309  -0.383
C 2.420 -0.939 -1.847  -1.128
O -0.687 0.758 -1.663  -0.798
P 2.290 0.344 -0.610  0.771
H -2.247 2.001 -0.155  0.120
H 3.806 1.716 -1.788  0.486
H -1.344 1.155 -3.975  0.235
H 3.480 -1.046 -2.087  0.458
C -1.490 -0.881 3.090  -1.095
H 2.123 2.191 -2.132  0.351
H -2.502 -0.580 2.823  0.362
N -2.456 2.124 -1.130  -0.033
C -1.670 1.498 -2.008  0.825
H 1.863 -0.655 -2.739  0.358
H -2.695 2.180 -3.651  0.182
C -2.039 -3.487 1.385  -1.047
C -3.562 3.010 -1.481  -1.037

The charge is +2. For the maximum force, the calculation gives 0.03055 Eh/bohr. Its energy relative to the best compared isomer or geometry (same formula, charge and spin) is 1.139 eV. Its energy is -3425.47997 Eh.

***

- Among the records above, which one has the lowest energy?
  C8H24AsN2O4PPt